No. 1
{
  "formula": "C5H7NO",
  "method": "ωB97M-V/def2-TZVPD",
  "total_energy_ev": -8832.6949,
  "e_above_lowest_ev": 3.5080,
  "homo_ha": -0.3503,
  "multiplicity": 1,
  "largest_force_ev_per_a": 1.310,
  "elements": ["O", "C", "C", "C", "C", "C", "N", "H", "H", "H", "H", "H", "H", "H"],
  "coordinates": [[0.212, 1.740, -1.295], [-0.483, 0.616, -0.800], [0.257, -0.671, -0.916], [0.687, -1.156, 0.405], [0.557, -0.043, 1.398], [-0.785, 0.185, 0.662], [-0.746, -1.274, 0.114], [-0.393, 2.273, -1.823], [-1.456, 0.521, -1.304], [0.798, -0.979, -1.821], [1.240, -2.087, 0.444], [1.275, 0.777, 1.327], [0.514, -0.445, 2.414], [-1.676, 0.542, 1.195]],
  "atomic_forces_ev_per_a": [[-0.1438, 0.3683, 0.5888], [0.0723, -0.1747, -0.3085], [0.1139, 0.1378, -0.3636], [0.5934, -0.1543, -0.0621], [0.0953, 0.1066, -0.0004], [-0.2147, 0.1656, 0.2420], [0.0230, -0.0919, -0.2855], [0.1195, -0.0272, 0.2187], [0.2826, 0.0125, -0.0796], [-1.1154, -0.6624, 0.1828], [0.3204, 0.2356, 0.1392], [0.0142, -0.0841, 0.1440], [-0.4285, 0.3157, -0.1095], [0.2679, -0.1475, -0.3061]]
}

---

No. 2
{
  "formula": "C35H24BrN6OSeW",
  "method": "ωB97M-V/def2-TZVPD",
  "total_energy_ev": -184861.9320,
  "s_squared": 2.019,
  "e_above_lowest_ev": 0.2074,
  "homo_ha": [-0.5888, -0.5913],
  "multiplicity": 3,
  "charge": 3,
  "largest_force_ev_per_a": 0.631,
  "elements": ["W", "Br", "C", "C", "C", "C", "O", "C", "C", "N", "C", "C", "C", "C", "C", "C", "C", "C", "N", "C", "C", "H", "H", "H", "H", "H", "H", "H", "H", "H", "H", "C", "C", "C", "C", "C", "C", "C", "H", "H", "H", "H", "H", "H", "H", "H", "Se", "N", "C", "C", "C", "C", "C", "N", "C", "C", "N", "C", "C", "C", "C", "C", "N", "H", "H", "H", "H", "H", "H"],
  "coordinates": [[-0.353, -0.134, -0.224], [-2.595, -2.454, -7.027], [-1.874, -2.131, -5.331], [-1.593, -3.207, -4.478], [-1.060, -3.013, -3.215], [-0.828, -1.718, -2.784], [-0.319, -1.492, -1.552], [-1.073, -0.627, -3.632], [-0.621, 0.657, -3.249], [-0.186, 0.997, -2.057], [0.558, 2.218, -1.956], [1.293, 2.813, -2.972], [2.020, 3.962, -2.681], [2.052, 4.482, -1.396], [1.335, 3.876, -0.365], [1.413, 4.303, 1.032], [0.702, 3.694, 1.978], [-0.290, 2.639, 1.661], [-0.240, 2.051, 0.265], [0.583, 2.753, -0.687], [-1.596, -0.848, -4.921], [-1.793, -4.213, -4.824], [-0.828, -3.853, -2.575], [-0.581, 1.418, -4.024], [1.335, 2.391, -3.967], [2.592, 4.437, -3.466], [2.653, 5.357, -1.183], [2.103, 5.098, 1.286], [0.800, 3.961, 3.023], [-1.264, 2.051, 3.454], [-1.773, -0.010, -5.583], [-4.623, 0.806, 0.905], [-3.176, 1.210, 1.001], [-2.770, 2.456, 0.736], [-1.389, 2.946, 0.707], [-0.557, 1.615, 2.738], [-1.120, 0.326, 2.226], [-2.249, 0.172, 1.460], [-5.098, 0.868, 1.887], [-4.729, -0.225, 0.565], [-5.170, 1.453, 0.223], [-3.512, 3.192, 0.449], [-1.286, 3.920, 0.243], [0.366, 1.416, 3.284], [-0.736, -0.570, 2.697], [-2.645, -0.837, 1.406], [4.069, -4.911, 4.013], [2.408, -5.039, 3.401], [2.145, -3.924, 2.769], [0.874, -3.651, 2.120], [-0.191, -4.555, 2.076], [-1.342, -4.197, 1.403], [-1.422, -2.947, 0.806], [-0.427, -2.059, 0.872], [0.715, -2.416, 1.495], [1.782, -1.439, 1.451], [1.524, -0.287, 0.765], [2.507, 0.624, 0.663], [3.751, 0.443, 1.242], [4.015, -0.713, 1.947], [3.015, -1.683, 2.052], [3.197, -2.951, 2.740], [4.307, -3.283, 3.349], [-0.093, -5.520, 2.557], [-2.182, -4.873, 1.330], [-2.305, -2.657, 0.250], [2.296, 1.515, 0.090], [4.501, 1.212, 1.125], [4.978, -0.891, 2.409]],
  "atomic_forces_ev_per_a": [[0.2367, 0.2147, 0.3410], [0.0121, 0.0109, 0.0238], [-0.0023, 0.0318, -0.0053], [-0.0091, -0.0738, -0.0070], [-0.0045, 0.0361, -0.0290], [0.1155, 0.0949, -0.1495], [-0.5921, -0.2169, 0.0056], [0.0150, -0.0398, 0.0579], [-0.0065, -0.0346, 0.0389], [0.0840, 0.0083, -0.0808], [-0.0097, -0.0016, 0.0496], [0.0015, 0.0104, 0.0027], [0.0047, -0.0044, -0.0275], [0.0071, 0.0146, 0.0234], [-0.0234, -0.0248, -0.0143], [-0.0078, -0.0057, 0.0090], [0.0225, 0.0227, 0.0141], [-0.0647, -0.0279, -0.0139], [-0.0169, -0.0085, 0.0145], [0.0423, 0.0124, -0.0208], [-0.0077, 0.0128, -0.0376], [0.0023, 0.0005, 0.0087], [0.0024, 0.0039, 0.0083], [-0.0014, 0.0137, 0.0076], [-0.0024, -0.0065, 0.0011], [0.0005, -0.0013, 0.0008], [-0.0019, 0.0004, 0.0019], [-0.0005, 0.0012, 0.0013], [0.0063, 0.0042, -0.0026], [-0.0136, -0.0104, -0.0022], [0.0020, -0.0003, 0.0017], [0.0285, -0.0136, 0.0049], [-0.0430, 0.0249, 0.0170], [-0.0315, -0.0326, -0.0577], [0.0230, 0.0173, 0.0097], [-0.0043, 0.0142, 0.0047], [-0.0156, -0.0081, -0.1566], [0.1105, -0.0440, -0.0733], [0.0093, -0.0194, 0.0082], [-0.0011, 0.0111, -0.0380], [-0.0174, 0.0134, 0.0249], [0.0151, 0.0126, -0.0044], [-0.0330, 0.0014, -0.0039], [0.0011, 0.0018, -0.0012], [0.0322, 0.0169, 0.0033], [0.0044, -0.0045, -0.0062], [-0.1119, 0.1165, -0.0757], [0.1246, -0.0431, 0.0476], [0.0511, 0.0057, 0.0261], [-0.0452, 0.0656, -0.0436], [-0.0194, 0.0207, -0.0187], [0.0035, -0.0472, 0.0337], [-0.0032, 0.0668, -0.0414], [0.0976, -0.1877, 0.0069], [0.0460, 0.0141, 0.0580], [-0.0006, -0.0192, 0.0134], [0.0461, 0.1286, 0.0191], [-0.0518, -0.0264, -0.0146], [0.0452, 0.0057, 0.0145], [0.0351, 0.0085, 0.0032], [-0.1115, 0.0317, -0.0538], [-0.0416, -0.0454, 0.0172], [0.0426, -0.1082, 0.0483], [0.0099, 0.0001, 0.0039], [0.0010, -0.0007, 0.0028], [0.0064, -0.0029, -0.0065], [0.0091, -0.0070, 0.0046], [-0.0002, -0.0007, -0.0004], [-0.0016, -0.0038, 0.0026]]
}

---

No. 3
{
  "formula": "C16H17N3O2S3",
  "method": "ωB97M-V/def2-TZVPD",
  "total_energy_ev": -57937.8726,
  "e_above_lowest_ev": 0.0000,
  "homo_ha": -0.2787,
  "smiles": "CCOc1ccc(-c2nc(CSc3nnc(C)s3)cs2)cc1OC",
  "multiplicity": 1,
  "largest_force_ev_per_a": 1.746,
  "elements": ["C", "C", "O", "C", "C", "C", "C", "C", "C", "O", "C", "H", "H", "H", "H", "C", "N", "C", "C", "S", "H", "C", "H", "H", "S", "C", "N", "N", "C", "C", "H", "H", "H", "S", "H", "H", "H", "H", "H", "H", "H"],
  "coordinates": [[-6.452, -1.454, -1.263], [-5.017, -1.050, -1.563], [-4.480, -0.483, -0.385], [-3.201, -0.041, -0.390], [-2.337, -0.088, -1.475], [-1.044, 0.392, -1.373], [-0.589, 0.932, -0.176], [-1.452, 0.984, 0.925], [-2.743, 0.507, 0.834], [-3.653, 0.514, 1.845], [-3.260, 1.037, 3.090], [-4.130, 0.937, 3.737], [-2.985, 2.095, 3.015], [-2.424, 0.475, 3.518], [-1.085, 1.405, 1.848], [0.759, 1.427, -0.084], [1.608, 1.448, -1.055], [2.806, 1.962, -0.695], [2.892, 2.365, 0.604], [1.412, 2.079, 1.423], [3.729, 2.794, 1.118], [3.883, 2.030, -1.721], [3.980, 3.033, -2.142], [3.673, 1.312, -2.512], [5.532, 1.665, -1.031], [5.232, 0.088, -0.400], [4.130, -0.567, -0.531], [4.150, -1.752, 0.058], [5.245, -2.047, 0.651], [5.506, -3.308, 1.374], [6.353, -3.829, 0.931], [4.623, -3.938, 1.319], [5.742, -3.104, 2.418], [6.460, -0.768, 0.523], [-0.373, 0.351, -2.215], [-2.666, -0.504, -2.414], [-4.429, -1.929, -1.861], [-4.992, -0.317, -2.381], [-7.027, -0.582, -0.965], [-6.905, -1.898, -2.146], [-6.470, -2.174, -0.450]],
  "atomic_forces_ev_per_a": [[0.4289, 0.1600, 0.0334], [-0.2133, -0.1669, -0.2926], [0.0531, 0.0883, 0.2213], [0.1257, 0.0876, 0.1380], [-0.3812, -0.0968, 0.0947], [0.2713, 0.2156, 0.3904], [-0.9104, -0.4309, -0.3498], [-0.0340, -0.0450, -0.0973], [-0.1850, -0.0949, -0.0947], [-0.0085, -0.1143, -0.3498], [0.0684, 0.0794, 0.1717], [0.0905, 0.0308, -0.0033], [0.0033, -0.0359, -0.0026], [-0.0171, 0.0219, -0.0200], [-0.0967, 0.0186, 0.1477], [0.7584, 0.5387, 0.8823], [-0.4257, -0.2367, -0.5699], [0.1730, 0.4295, 0.8110], [-0.2065, -0.0023, -0.1510], [0.0184, -0.2346, -0.7657], [0.2232, 0.0549, 0.0563], [0.4001, -0.2534, 0.0604], [0.0369, -0.0705, -0.0549], [-0.0431, 0.0999, 0.0029], [0.0441, 0.5496, -0.2771], [0.6079, -0.3116, 0.3598], [-0.0891, 1.3271, -0.7977], [-0.4224, -1.5903, 0.5849], [0.7517, 0.5316, 0.0543], [0.1089, -0.1627, 0.1217], [0.0144, -0.0990, 0.0244], [-0.0190, -0.0168, 0.0005], [-0.0038, -0.0776, 0.0641], [-0.9759, -0.1105, -0.3198], [0.0669, -0.0131, -0.0948], [-0.0823, -0.0495, -0.0622], [-0.0067, 0.1430, 0.0122], [0.0742, -0.0885, 0.0867], [-0.0959, 0.0663, 0.0072], [-0.0621, -0.0479, -0.0815], [-0.0410, -0.0930, 0.0586]]
}

---

> Among the records above, which one has the highest multiplicity?

C35H24BrN6OSeW

---

> Which formula does entry 3 have?

C16H17N3O2S3

---

> Among the records above, which one has the highest multiplicity?

C35H24BrN6OSeW